(1)
A cluster of 5 separate species, C31H29NO13 in total, computed with wB97M-V/def2-TZVPD.

Element x y z (Å)
C1 1.1237 -0.8175 -0.2150
C2 0.7251 0.6136 0.1657
N1 0.2027 1.2655 -1.0526
O1 -0.6366 2.3719 -0.7095
C3 -1.9107 2.0528 -0.9917
O2 -2.6157 2.7945 -1.5006
O3 -2.2415 0.8203 -0.6191
C4 -3.6002 0.7053 -0.1455
C5 -3.6172 -0.4316 0.8730
O4 -3.7936 -1.7145 0.2596
C6 -2.6103 -2.1915 -0.2598
C7 -2.4743 -2.0682 -1.7620
O5 -1.7648 -2.6313 0.4062
H1 2.0841 -0.8307 -0.7302
H2 1.1651 -1.4392 0.6769
H3 0.3780 -1.2784 -0.8568
H4 1.5688 1.1398 0.6216
H5 -0.0979 0.5356 0.8724
H6 1.0001 1.6651 -1.5388
H7 -3.9585 1.6214 0.3139
H8 -4.2149 0.3806 -0.9851
H9 -4.5036 -0.2686 1.4848
H10 -2.7398 -0.3835 1.5194
H11 -3.4217 -1.7487 -2.1819
H12 -2.0821 -2.9680 -2.2125
H13 -1.7750 -1.2503 -1.9440
O6 4.2026 7.0158 1.3576
C8 3.8879 5.8520 1.4924
C9 4.8952 4.8158 1.8246
C10 4.5518 3.5390 1.9689
C11 3.1458 3.0994 1.8065
O7 2.8284 1.9338 1.9391
C12 2.1356 4.1341 1.4742
C13 2.4801 5.4109 1.3291
H14 5.9163 5.1553 1.9396
H15 5.2740 2.7691 2.2087
H16 1.1139 3.7924 1.3575
H17 1.7592 6.1815 1.0869
O8 7.4154 3.4539 0.1531
C14 7.7207 4.2776 -0.6849
C15 8.3176 5.5805 -0.3035
C16 8.6487 6.4835 -1.2225
C17 8.4366 6.2251 -2.6686
O9 8.7403 7.0468 -3.5058
C18 7.8392 4.9210 -3.0493
C19 7.5082 4.0186 -2.1295
H18 8.4658 5.7512 0.7554
H19 9.0846 7.4401 -0.9642
H20 7.6911 4.7505 -4.1080
H21 7.0721 3.0618 -2.3870
O10 -3.9392 -3.8108 -3.5591
C20 -4.0282 -4.9931 -3.8192
C21 -4.1119 -6.0120 -2.7448
C22 -4.2070 -7.3082 -3.0292
C23 -4.2352 -7.7896 -4.4327
O11 -4.3239 -8.9705 -4.6914
C24 -4.1513 -6.7693 -5.5070
C25 -4.0560 -5.4732 -5.2221
H22 -4.0908 -5.6420 -1.7273
H23 -4.2685 -8.0671 -2.2596
H24 -4.1726 -7.1389 -6.5243
H25 -3.9945 -4.7138 -5.9912
O12 -1.9917 -3.6189 6.4402
C26 -2.9772 -3.3339 5.7934
C27 -4.2417 -2.9285 6.4567
C28 -5.3238 -2.6174 5.7481
C29 -5.3122 -2.6611 4.2647
O13 -6.2994 -2.3743 3.6199
C30 -4.0490 -3.0662 3.6016
C31 -2.9665 -3.3771 4.3106
H26 -4.2303 -2.9020 7.5390
H27 -6.2552 -2.3200 6.2131
H28 -4.0587 -3.0925 2.5182
H29 -2.0355 -3.6737 3.8437

The frontier orbital gap comes out at 7.918 eV. The net charge is 0. The calculation puts the LUMO energy at -1.73 eV. Its SMILES is CCNOC(=O)OCCOC(C)=O.O=C1C=CC(=O)C=C1.O=C1C=CC(=O)C=C1.O=C1C=CC(=O)C=C1.O=C1C=CC(=O)C=C1.

(2)
A structure of composition C31H30AuCl2N3P2S, computed with wB97M-V/def2-TZVPD.

Element x y z (Å)
Au1 -3.3138 0.0500 -0.1300
C1 -0.9338 -1.4441 -3.2227
N1 -0.5244 -0.8529 -1.8863
P1 -1.4891 0.5619 -1.3815
C2 -0.3373 1.6092 -0.4839
C3 -0.8600 2.4655 0.4818
C4 -0.0473 3.4307 1.0640
C5 1.2809 3.5416 0.6774
C6 1.8121 2.6749 -0.2749
C7 1.0066 1.7073 -0.8552
C8 -1.8337 1.4363 -2.9104
C9 -3.1402 1.8538 -3.1456
C10 -3.4331 2.6222 -4.2670
C11 -2.4246 2.9598 -5.1533
C12 -1.1134 2.5429 -4.9222
C13 -0.8139 1.7930 -3.8003
P2 -0.1194 -2.0986 -0.8251
C14 1.2598 -2.9112 -1.6042
C15 2.1811 -2.2016 -2.3852
C16 3.2636 -2.8753 -2.9224
C17 3.4155 -4.2440 -2.7065
C18 2.4981 -4.9475 -1.9366
C19 1.4123 -4.2860 -1.3852
C20 0.2842 -1.6048 0.8396
C21 1.4392 -1.0475 1.1624
C22 1.7277 -0.8394 2.6397
C23 1.2995 -2.0563 3.4388
C24 0.1462 -2.6228 3.1294
C25 -0.6405 -2.0398 1.9779
H1 -0.8102 -0.7102 -4.0058
H2 -1.9764 -1.7573 -3.1935
H3 -0.3032 -2.2982 -3.4439
H4 -1.9026 2.3913 0.7758
H5 -0.4566 4.1013 1.8103
H6 1.9088 4.3077 1.1186
H7 2.8487 2.7697 -0.5790
H8 1.4227 1.0394 -1.6051
H9 -3.9308 1.5816 -2.4552
H10 -4.4491 2.9497 -4.4472
H11 -2.6529 3.5564 -6.0288
H12 -0.3282 2.8123 -5.6172
H13 0.2140 1.4991 -3.6149
H14 2.0538 -1.1406 -2.5631
H15 3.9941 -2.3340 -3.5104
H16 4.2563 -4.7643 -3.1485
H17 2.6238 -6.0105 -1.7728
H18 0.6898 -4.8363 -0.7915
H19 2.1922 -0.7642 0.4301
H20 2.7867 -0.6666 2.7597
H21 1.9197 -2.3931 4.2630
H22 -0.2761 -3.4490 3.6905
H23 -1.4320 -2.7087 1.6423
C26 3.2067 1.5879 3.2318
C27 1.8009 1.3934 3.7342
C28 1.2624 2.1229 4.7314
C29 -0.0625 1.8630 5.1673
N2 -0.8410 0.9810 4.5134
C30 -0.3304 0.2897 3.5345
S1 -1.5517 -0.5607 2.5801
N3 1.0273 0.3808 3.1299
H24 3.5225 2.6131 3.4183
H25 3.2879 1.3925 2.1605
H26 3.9161 0.9368 3.7525
H27 1.8506 2.9153 5.1816
H28 -0.5070 2.3886 6.0028
Cl1 -5.1999 0.7024 1.6166
C31 -5.4799 -0.9830 2.1357
Cl2 -4.7658 -2.0810 0.9216
H29 -6.5434 -1.1589 2.1780
H30 -4.9879 -1.1363 3.0838

The frontier orbital gap (spin up / spin down) comes out at 4.788 / 5.268 eV. The net charge is +2. Its expectation value of S² is 2.0316. The calculation puts the LUMO energy (spin up / spin down) at -5.76 / -8.33 eV. The spin multiplicity is 3. For the energy above the lowest of the compared OMol25 structures with the same formula, charge and spin, the calculation gives 50.7 kcal per mole.

(3)
A cluster of 4 separate species, C31H30BBr3F3NO16P in total, computed with wB97M-V/def2-TZVPD.

Element x y z (Å)
C1 3.8525 -5.7477 -3.7712
C2 2.7574 -5.0687 -3.4507
C3 1.5861 -4.2429 -2.7026
C4 2.0956 -3.4302 -1.3863
C5 3.5303 -2.8514 -1.8107
N1 3.4704 -1.5273 -1.5910
B1 4.7254 -0.7882 -1.9926
O1 4.6243 0.5689 -2.5392
O2 6.0763 -1.3321 -1.9282
C6 6.6650 -0.9978 -0.6221
C7 6.6503 -2.3727 0.2594
C8 2.1661 -1.0137 -0.9929
O3 1.7293 -0.1342 -2.0943
C9 2.3835 0.0602 0.1920
F1 3.5150 -0.1758 1.0393
F2 1.2580 0.2790 1.0403
F3 2.6423 1.3412 -0.4601
C10 1.1087 -2.2576 -0.7639
C11 -0.2986 -2.0257 -1.5191
Br1 -1.3173 -0.4133 -0.8353
C12 -1.3475 -3.2642 -1.4314
C13 -2.2591 -3.1775 -2.7967
Br2 -2.6469 -2.8700 0.0689
P1 0.8988 -2.9185 1.0377
O4 0.2053 -4.4897 1.0294
Br3 2.9709 -3.2613 1.9867
H1 4.7167 -6.5115 -3.9066
H2 0.8217 -5.0554 -2.3575
H3 1.1232 -3.4794 -3.4267
H4 2.2789 -4.3135 -0.6415
H5 4.4844 -3.3322 -2.2268
H6 5.2486 0.5939 -3.3217
H7 6.0307 -0.1501 -0.1701
H8 7.7432 -0.6452 -0.8226
H9 6.2108 -2.1072 1.2879
H10 5.9868 -3.2015 -0.1998
H11 7.7231 -2.7836 0.2832
H12 1.7711 -0.6594 -2.9407
H13 -0.1429 -1.8093 -2.6556
H14 -0.8799 -4.3001 -1.2807
H15 -1.5877 -3.2781 -3.7305
H16 -2.6750 -2.0863 -2.8268
H17 -3.1592 -3.8917 -2.7765
H18 -0.7015 -4.5026 1.4232
C14 4.6976 5.7085 -0.0108
C15 4.0391 4.5480 -0.0001
C16 2.7653 4.3851 0.7609
O5 2.1729 3.3145 0.7372
C17 2.2692 5.5364 1.5244
C18 2.9308 6.6957 1.5155
C19 4.1872 6.8663 0.7338
O6 4.7573 7.9456 0.7330
O7 2.4789 7.7743 2.2253
O8 4.5082 3.4625 -0.6890
H19 5.6207 5.8411 -0.5599
H20 1.3513 5.3989 2.0876
H21 3.1273 8.4875 2.0559
H22 3.8588 2.7510 -0.5261
C20 -1.8536 6.3634 2.9660
C21 -3.1425 6.6944 3.0758
C22 -4.2196 5.7984 2.5665
O9 -5.3879 6.1217 2.6996
C23 -3.8204 4.5464 1.9115
C24 -2.5320 4.2183 1.7991
C25 -1.4576 5.1011 2.3328
O10 -0.2888 4.7593 2.2282
O11 -2.1466 3.0556 1.1884
O12 -3.5243 7.8681 3.6610
H23 -1.0618 7.0033 3.3332
H24 -4.6107 3.9134 1.5303
H25 -1.1684 3.0487 1.2358
H26 -4.5022 7.8734 3.6198
C26 -8.1172 -4.1588 -0.5261
C27 -6.8711 -4.0916 -0.0537
C28 -6.5915 -3.6260 1.3345
O13 -5.4400 -3.5948 1.7410
C29 -7.7291 -3.2143 2.1645
C30 -8.9758 -3.2782 1.6909
C31 -9.2575 -3.7696 0.3126
O14 -10.4097 -3.8327 -0.0826
O15 -10.0426 -2.8951 2.4534
O16 -5.7993 -4.4490 -0.8263
H27 -8.3341 -4.4970 -1.5309
H28 -7.5107 -2.8616 3.1637
H29 -10.8299 -3.0362 1.8891
H30 -5.0130 -4.3132 -0.2590

The frontier orbital gap comes out at 5.855 eV. The net charge is +1. The calculation puts the LUMO energy at -5.12 eV. For the energy above the lowest of the compared OMol25 structures with the same formula, charge and spin, the calculation gives 173.9 kcal per mole.

(4)
A structure of composition C31H30FNO5PdSb, computed with wB97M-V/def2-TZVPD.

Element x y z (Å)
Pd1 0.5320 -0.8157 -0.5443
O1 2.1161 1.9468 -0.3108
C1 3.2850 2.7323 -0.4624
C2 4.2560 2.0909 -1.4475
N1 4.5116 0.6664 -1.1335
C3 5.0126 0.3120 -0.0151
C4 2.3956 -0.0937 1.8925
O2 2.5057 0.7966 2.6330
O3 1.9499 -1.0274 1.3471
C5 4.1118 -0.3006 -2.1306
C6 2.5797 -0.6638 -2.1668
O4 2.2333 -1.7810 -1.7382
O5 1.8110 0.2217 -2.5909
H1 1.8408 1.6213 -1.1907
H2 3.7352 2.8312 0.5259
H3 3.0465 3.7350 -0.8275
H4 5.2030 2.6334 -1.4521
H5 3.8391 2.1258 -2.4514
H6 5.5345 1.0616 0.5706
H7 5.2986 -0.7268 0.1069
H8 4.6865 -1.2092 -1.9729
H9 4.3637 0.1391 -3.0945
C7 -2.5868 4.2764 -2.7982
C8 -3.2682 4.1246 -1.5978
C9 -2.9428 3.0792 -0.7458
C10 -1.9236 2.1964 -1.0917
C11 -1.2473 2.3420 -2.2978
C12 -1.5829 3.3855 -3.1503
Sb1 -1.4491 0.5714 0.1699
C13 -3.2918 -0.4489 0.3177
C14 -3.9498 -0.5641 1.5378
C15 -5.1541 -1.2539 1.6062
C16 -5.6964 -1.8200 0.4631
C17 -5.0430 -1.6974 -0.7558
C18 -3.8393 -1.0132 -0.8304
C19 -1.0740 1.2972 2.1056
C20 -0.8811 0.3697 3.1273
C21 -0.5440 0.8080 4.3996
C22 -0.3883 2.1649 4.6483
C23 -0.5679 3.0875 3.6284
C24 -0.9099 2.6560 2.3529
H10 -2.8460 5.0877 -3.4656
H11 -4.0567 4.8145 -1.3277
H12 -3.4868 2.9580 0.1846
H13 -0.4707 1.6386 -2.5835
H14 -1.0635 3.4981 -4.0930
H15 -3.5377 -0.1121 2.4315
H16 -5.6695 -1.3418 2.5537
H17 -6.6352 -2.3549 0.5196
H18 -5.4725 -2.1319 -1.6488
H19 -3.3393 -0.9109 -1.7878
H20 -0.9836 -0.6937 2.9349
H21 -0.3965 0.0901 5.1962
H22 -0.1232 2.5033 5.6413
H23 -0.4408 4.1443 3.8232
H24 -1.0411 3.3771 1.5542
F1 2.9323 -6.6678 -0.0945
C25 2.0466 -5.6620 -0.1939
C26 1.5965 -5.2901 -1.4469
C27 0.6949 -4.2473 -1.5423
C28 0.2279 -3.5925 -0.3992
C29 -0.7373 -2.4952 -0.4961
C30 0.7039 -4.0037 0.8493
C31 1.6165 -5.0366 0.9617
H25 1.9627 -5.8114 -2.3206
H26 0.3505 -3.9236 -2.5161
H27 -1.3709 -2.3951 0.3807
H28 -1.3142 -2.4312 -1.4136
H29 0.3537 -3.4996 1.7426
H30 1.9921 -5.3671 1.9203

The frontier orbital gap comes out at 5.680 eV. The net charge is +1. The calculation puts the LUMO energy at -4.55 eV. For the energy above the lowest of the compared OMol25 structures with the same formula, charge and spin, the calculation gives 25.7 kcal per mole.

(5)
A structure of composition C31H30N4O10PV, computed with wB97M-V/def2-TZVPD.

Element x y z (Å)
V1 -0.7361 -0.4253 0.4149
O1 -1.3046 1.8930 -2.0254
C1 -2.3975 2.7909 -1.8761
C2 -2.1803 3.8622 -0.8277
N1 -1.9023 3.4210 0.5182
C3 -0.5607 3.4725 1.0648
C4 0.1836 2.1839 0.8187
O2 0.8957 2.0994 -0.1846
O3 -0.0627 1.1582 1.6009
C5 -2.9210 2.7256 1.2264
C6 -3.0336 1.2188 1.1265
O4 -3.8226 0.5851 1.7466
O5 -2.1174 0.5918 0.2703
H1 -0.4853 2.3974 -2.1082
H2 -3.2661 2.1751 -1.6338
H3 -2.6135 3.2971 -2.8221
H4 -3.0854 4.4850 -0.8176
H5 -1.3566 4.5081 -1.1435
H6 -0.6158 3.6646 2.1407
H7 -0.0129 4.2777 0.5815
H8 -3.9054 3.1060 0.9381
H9 -2.8213 2.9032 2.3027
C7 -4.6113 -1.8550 2.9942
C8 -3.1854 -1.6240 3.3479
N2 -2.1475 -1.6920 2.5341
C9 -1.0456 -1.3914 3.3167
C10 -1.4258 -1.1333 4.6025
N3 -2.7741 -1.2949 4.5936
C11 -0.7967 -0.6621 5.8737
O6 0.5193 -0.5596 5.9156
O7 -1.5153 -0.3950 6.7995
C12 0.2872 -1.3368 2.7258
O8 1.3052 -1.1207 3.3084
O9 0.2238 -1.5209 1.3509
H10 -5.0950 -0.9080 2.7549
H11 -5.1486 -2.3253 3.8172
H12 -4.6714 -2.5069 2.1252
H13 -3.3417 -1.1428 5.4175
H14 0.9237 -0.8166 5.0595
O10 -2.8939 -2.0682 -0.3248
N4 -1.5545 -1.8608 -0.6760
C13 -1.1680 -2.6616 -1.5892
C14 0.1528 -2.7453 -2.2095
C15 0.2786 -3.8531 -3.0570
C16 1.4595 -4.1127 -3.7226
C17 2.5274 -3.2443 -3.5570
C18 2.4026 -2.1342 -2.7379
C19 1.2308 -1.8636 -2.0366
P1 1.2114 -0.2581 -1.0884
C20 1.5721 0.7845 -2.5337
C21 2.6971 1.6005 -2.5760
C22 2.9869 2.3131 -3.7317
C23 2.1518 2.2245 -4.8372
C24 1.0279 1.4097 -4.7941
C25 0.7428 0.6846 -3.6487
C26 2.6834 -0.4491 -0.0171
C27 3.1478 -1.7337 0.2790
C28 4.2025 -1.9178 1.1570
C29 4.8074 -0.8255 1.7605
C30 4.3501 0.4514 1.4807
C31 3.2901 0.6436 0.6063
H15 -2.8915 -1.9833 0.6531
H16 -1.9147 -3.3796 -1.9134
H17 -0.5698 -4.5141 -3.1886
H18 1.5429 -4.9758 -4.3693
H19 3.4598 -3.4221 -4.0769
H20 3.2442 -1.4586 -2.6410
H21 3.3556 1.6789 -1.7235
H22 3.8693 2.9390 -3.7647
H23 2.3769 2.7890 -5.7331
H24 0.3760 1.3316 -5.6546
H25 -0.1341 0.0495 -3.6262
H26 2.6842 -2.6060 -0.1594
H27 4.5473 -2.9205 1.3729
H28 5.6243 -0.9714 2.4553
H29 4.8097 1.3100 1.9526
H30 2.9344 1.6438 0.4220

The frontier orbital gap (spin up / spin down) comes out at 6.577 / 6.926 eV. The net charge is +1. Its expectation value of S² is 0.7630. The calculation puts the LUMO energy (spin up / spin down) at -4.46 / -4.11 eV. The spin multiplicity is 2. For the energy above the lowest of the compared OMol25 structures with the same formula, charge and spin, the calculation gives 54.3 kcal per mole.

(6)
A structure of composition C31H31AuN5OS2, computed with wB97M-V/def2-TZVPD.

Element x y z (Å)
Au1 1.8663 0.3861 -0.0907
O1 1.9091 2.6367 -0.6527
C1 1.9126 3.2085 -1.7930
C2 1.9572 4.6424 -1.8294
C3 1.9702 5.3603 -2.9932
C4 1.9420 4.7041 -4.2350
C5 1.8918 3.3323 -4.2417
C6 1.8621 2.5547 -3.0699
C7 1.7559 1.1032 -3.2122
N1 1.7653 0.1613 -2.2803
C8 1.6050 -1.0614 -2.8952
C9 1.5105 -0.8767 -4.2314
N2 1.6022 0.4877 -4.4185
H1 1.9823 5.1324 -0.8633
H2 2.0079 6.4435 -2.9559
H3 1.9662 5.2601 -5.1631
H4 1.8851 2.8447 -5.2109
H5 1.5873 -1.9749 -2.3224
H6 1.3899 -1.5671 -5.0474
H7 1.5634 0.9585 -5.3016
S1 3.7005 -1.3292 0.1019
C10 3.8849 -0.7798 1.7195
S2 2.9083 0.5918 2.0848
C11 4.7238 -1.3739 2.6428
C12 4.7970 -0.9013 3.9888
N3 4.8553 -0.5225 5.0767
C13 5.5293 -2.4992 2.2926
N4 6.1857 -3.4070 2.0182
C14 -5.1650 1.5323 0.5128
C15 -3.7430 1.5757 0.0046
C16 -3.3467 2.5480 -0.9139
C17 -2.0265 2.6073 -1.3610
C18 -1.5804 3.6745 -2.3301
C19 -1.1230 1.6727 -0.8972
C20 -1.4742 0.6308 0.0039
C21 -2.8278 0.6459 0.4594
N5 -0.4961 -0.2631 0.3255
C22 -0.7427 -1.4176 1.2000
C23 -1.0689 -0.9997 2.6526
C24 -1.2758 -2.2424 3.5255
C25 -2.3922 -3.1103 2.9285
C26 -1.9915 -3.5977 1.5295
C27 -0.6866 -4.3919 1.6140
C28 0.4076 -3.4743 2.1612
C29 0.0298 -3.0413 3.5808
C30 0.5573 -2.2341 1.2731
C31 -1.7917 -2.3950 0.6005
H8 -5.7442 2.3726 0.1295
H9 -5.1919 1.5717 1.6033
H10 -5.6636 0.6112 0.2039
H11 -4.0691 3.2764 -1.2702
H12 -2.3922 4.3699 -2.5472
H13 -1.2483 3.2313 -3.2718
H14 -0.7338 4.2374 -1.9333
H15 -0.0888 1.7371 -1.2095
H16 -3.1771 -0.0595 1.1931
H17 -1.9376 -0.3477 2.7083
H18 -0.2146 -0.4211 3.0199
H19 -1.5586 -1.9267 4.5336
H20 -3.3207 -2.5302 2.8679
H21 -2.5877 -3.9693 3.5794
H22 -2.7858 -4.2311 1.1229
H23 -0.4126 -4.7646 0.6217
H24 -0.8131 -5.2603 2.2700
H25 1.3643 -4.0026 2.1803
H26 0.8254 -2.4262 4.0118
H27 -0.0907 -3.9219 4.2210
H28 0.8605 -2.5239 0.2625
H29 1.3480 -1.6041 1.6828
H30 -2.7462 -1.9209 0.3987
H31 -1.4014 -2.7326 -0.3654

The frontier orbital gap (spin up / spin down) comes out at 4.092 / 4.111 eV. The net charge is -1. The calculation puts the LUMO energy (spin up / spin down) at 0.22 / 0.23 eV. For the energy above the lowest of the compared OMol25 structures with the same formula, charge and spin, the calculation gives 8.6 kcal per mole.